[1]
Below is 17 unconnected molecules or ions with the total composition C62H122Cl6O30, with properties calculated with wB97M-V/def2-TZVPD.

The geometry in XYZ format:
```
220
Properties=species:S:1:pos:R:3
C -21.61 -21.06 -14.41
Cl -22.20 -22.74 -14.74
Cl -20.71 -20.47 -15.79
Cl -20.73 -20.94 -12.88
H -22.51 -20.47 -14.25
C -24.37 -22.16 -9.70
Cl -24.60 -22.57 -11.41
Cl -25.01 -23.41 -8.62
Cl -24.95 -20.48 -9.21
H -23.32 -22.13 -9.53
O -17.42 -21.22 -19.35
C -17.96 -20.14 -19.48
O -17.56 -18.98 -18.95
C -16.36 -19.11 -18.17
C -16.73 -19.27 -16.68
C -19.17 -19.99 -20.45
H -15.80 -18.17 -18.29
H -15.73 -19.96 -18.47
H -15.80 -19.37 -16.24
H -17.15 -20.29 -16.56
H -17.42 -18.51 -16.27
H -18.96 -19.24 -21.17
H -20.11 -19.67 -20.02
H -19.27 -20.95 -20.88
O -27.28 -15.50 -18.19
C -27.28 -16.69 -18.01
O -27.18 -17.60 -18.97
C -27.23 -17.07 -20.34
C -27.14 -18.26 -21.25
C -27.21 -17.30 -16.63
H -26.41 -16.33 -20.39
H -28.09 -16.36 -20.36
H -26.36 -18.89 -20.84
H -26.91 -17.89 -22.23
H -28.10 -18.79 -21.29
H -26.87 -16.58 -15.85
H -26.43 -18.06 -16.63
H -28.20 -17.66 -16.41
O -18.93 -25.88 -13.15
C -19.08 -26.50 -14.20
O -18.80 -27.77 -14.40
C -18.43 -28.65 -13.34
C -18.64 -30.04 -13.80
C -19.62 -25.84 -15.47
H -19.10 -28.49 -12.47
H -17.35 -28.48 -13.13
H -18.32 -30.79 -13.01
H -18.01 -30.25 -14.65
H -19.73 -30.22 -13.99
H -19.13 -24.92 -15.64
H -20.71 -25.67 -15.46
H -19.55 -26.53 -16.31
O -21.45 -28.01 -12.59
C -21.62 -26.85 -12.19
O -21.31 -26.49 -10.89
C -20.86 -27.52 -9.94
C -19.37 -27.43 -9.72
C -22.19 -25.67 -12.91
H -21.18 -28.50 -10.41
H -21.48 -27.28 -9.06
H -19.14 -26.45 -9.44
H -18.82 -27.71 -10.60
H -19.04 -28.21 -9.00
H -21.38 -25.01 -13.28
H -22.92 -25.10 -12.24
H -22.58 -26.04 -13.83
O -21.94 -25.18 -18.19
C -21.79 -24.31 -19.02
O -22.22 -24.50 -20.28
C -22.85 -25.78 -20.45
C -23.08 -26.00 -21.93
C -21.06 -23.00 -18.75
H -23.88 -25.84 -20.00
H -22.25 -26.54 -19.95
H -23.86 -26.79 -22.03
H -22.17 -26.25 -22.45
H -23.43 -25.09 -22.47
H -21.32 -22.32 -19.59
H -20.00 -23.24 -18.90
H -21.40 -22.62 -17.82
O -14.69 -18.85 -8.86
C -15.32 -17.86 -9.16
O -16.40 -17.93 -10.00
C -16.71 -19.28 -10.51
C -15.77 -19.73 -11.68
C -14.93 -16.44 -8.78
H -17.75 -19.13 -10.76
H -16.65 -19.96 -9.65
H -16.01 -20.73 -11.99
H -14.77 -19.61 -11.37
H -15.91 -19.16 -12.58
H -15.09 -15.76 -9.59
H -13.85 -16.36 -8.52
H -15.60 -16.20 -7.95
O -24.21 -28.74 -18.25
C -23.28 -29.50 -18.56
O -22.52 -30.20 -17.67
C -22.53 -29.90 -16.23
C -21.64 -28.69 -15.91
C -23.10 -29.91 -19.99
H -22.35 -30.86 -15.83
H -23.55 -29.67 -15.96
H -20.53 -28.90 -16.14
H -21.66 -28.48 -14.87
H -22.00 -27.86 -16.54
H -23.58 -30.85 -20.03
H -22.04 -30.02 -20.22
H -23.65 -29.15 -20.62
O -23.26 -16.20 -18.39
C -22.36 -16.03 -19.16
O -21.07 -16.19 -18.84
C -20.70 -16.38 -17.47
C -19.19 -16.34 -17.17
C -22.52 -15.83 -20.67
H -21.28 -17.31 -17.16
H -21.27 -15.62 -16.86
H -18.74 -17.16 -17.73
H -19.03 -16.30 -16.08
H -18.89 -15.38 -17.58
H -23.42 -16.34 -21.10
H -21.69 -16.30 -21.21
H -22.50 -14.79 -21.00
O -22.51 -18.50 -11.47
C -21.46 -18.51 -10.81
O -20.28 -17.91 -11.28
C -20.44 -17.14 -12.54
C -19.29 -16.22 -12.64
C -21.14 -19.21 -9.57
H -21.38 -16.53 -12.39
H -20.51 -17.83 -13.37
H -19.26 -15.74 -13.63
H -18.34 -16.76 -12.54
H -19.27 -15.52 -11.82
H -20.56 -18.62 -8.83
H -20.45 -20.03 -9.77
H -22.05 -19.66 -9.15
O -18.36 -23.81 -7.68
C -18.16 -23.19 -8.70
O -17.46 -21.97 -8.71
C -17.08 -21.47 -7.50
C -15.69 -22.06 -7.20
C -18.66 -23.48 -10.06
H -17.67 -21.82 -6.69
H -17.12 -20.38 -7.58
H -14.95 -21.80 -7.97
H -15.78 -23.12 -6.85
H -15.42 -21.59 -6.27
H -17.79 -23.92 -10.63
H -19.06 -22.62 -10.53
H -19.40 -24.24 -9.97
O -12.59 -16.71 -13.61
C -12.52 -15.81 -12.82
O -13.53 -15.27 -12.19
C -14.92 -15.78 -12.48
C -15.38 -15.04 -13.70
C -11.27 -15.05 -12.41
H -15.41 -15.65 -11.54
H -14.85 -16.87 -12.72
H -14.69 -15.28 -14.53
H -15.27 -13.98 -13.52
H -16.38 -15.29 -14.01
H -11.27 -14.06 -12.86
H -10.53 -15.76 -12.80
H -11.15 -15.02 -11.31
O -21.35 -22.28 -8.71
C -21.65 -22.95 -7.75
O -21.95 -22.46 -6.56
C -21.86 -21.01 -6.40
C -21.18 -20.83 -5.05
C -21.66 -24.45 -7.73
H -22.88 -20.62 -6.48
H -21.29 -20.58 -7.22
H -21.09 -19.80 -4.82
H -20.17 -21.27 -5.10
H -21.73 -21.29 -4.27
H -22.25 -24.74 -8.59
H -22.03 -24.88 -6.81
H -20.61 -24.68 -7.89
O -26.92 -23.10 -18.48
C -25.85 -23.21 -19.00
O -24.90 -23.98 -18.44
C -25.16 -24.76 -17.21
C -26.18 -25.85 -17.39
C -25.48 -22.55 -20.30
H -25.37 -24.01 -16.46
H -24.19 -25.19 -16.99
H -26.06 -26.52 -16.55
H -25.90 -26.29 -18.32
H -27.22 -25.39 -17.34
H -25.32 -21.55 -19.99
H -26.34 -22.73 -20.95
H -24.57 -22.98 -20.65
O -24.98 -20.11 -14.39
C -25.89 -19.77 -13.64
O -27.07 -20.36 -13.69
C -27.38 -21.36 -14.68
C -27.40 -20.84 -16.11
C -25.74 -18.63 -12.66
H -28.36 -21.73 -14.39
H -26.68 -22.19 -14.61
H -27.67 -21.60 -16.81
H -26.45 -20.54 -16.54
H -28.14 -20.01 -16.22
H -26.26 -17.66 -12.92
H -24.68 -18.49 -12.40
H -26.23 -18.98 -11.76
O -21.88 -18.84 -22.23
C -22.39 -19.93 -21.96
O -22.95 -20.33 -20.79
C -23.34 -19.23 -19.94
C -23.79 -19.71 -18.53
C -22.26 -21.09 -22.88
H -24.16 -18.76 -20.40
H -22.43 -18.64 -19.89
H -24.73 -20.19 -18.63
H -24.08 -18.92 -17.90
H -23.14 -20.41 -18.08
H -21.28 -21.37 -22.58
H -22.28 -20.73 -23.93
H -22.86 -21.99 -22.71
```

Multiplicity: 1
Strongest force on any atom (eV Å⁻¹): 3.41
HOMO-LUMO gap (eV): 10.4
HOMO level (eV): -9.9
Charge: 0
LUMO energy (eV): 0.42

=====

[2]
Below is C4H5NO in the gas phase, with properties calculated with wB97M-V/def2-TZVPD.

The geometry in XYZ format:
```
11
Properties=species:S:1:pos:R:3
C -1.51 0.04 0.68
C -0.71 -0.91 1.20
O 0.60 -0.53 1.21
C 1.00 0.06 -0.04
C -0.14 0.61 -0.96
N -1.38 0.96 -0.16
H -0.96 -1.86 1.62
H 1.64 0.90 0.20
H 1.57 -0.71 -0.58
H -0.31 -0.10 -1.76
H 0.21 1.55 -1.40
```

Multiplicity: 1
Strongest force on any atom (eV Å⁻¹): 1.06
HOMO-LUMO gap (spin up / spin down) (eV): 8.3 / 8.3
HOMO level (spin up / spin down) (eV): -8.4 / -8.4
SMILES: C1=COCCN=1
Charge: 0
LUMO energy (spin up / spin down) (eV): -0.13 / -0.12

=====

[3]
Below is a molecular structure, C37H41InN10O3S2, with properties calculated with wB97M-V/def2-TZVPD.

The geometry in XYZ format:
```
94
Properties=species:S:1:pos:R:3
In -0.23 1.09 -0.49
N -1.43 1.48 -11.01
C -1.19 1.57 -9.86
C -1.05 1.59 -8.43
C -1.27 2.78 -7.65
C -1.16 2.70 -6.26
C -0.83 1.52 -5.59
C -0.55 0.32 -6.35
C -0.78 0.38 -7.74
C -0.58 1.48 -4.13
C 0.30 2.39 -3.50
C 0.97 3.52 -4.08
C 1.88 3.95 -3.14
C 1.90 3.02 -2.07
N 0.90 2.07 -2.21
C -1.43 0.58 -3.44
C -2.34 -0.29 -4.05
C -2.69 -1.40 -3.17
C -2.21 -0.87 -1.78
N -1.40 0.21 -2.03
H -1.40 3.73 -8.13
H -1.42 3.60 -5.66
H -0.37 -0.60 -5.82
H -0.68 -0.53 -8.32
H 0.73 3.96 -5.07
H 2.49 4.87 -3.27
H 2.46 3.20 -1.12
H -2.75 -0.14 -5.03
H -2.10 -2.27 -3.43
H -4.20 -2.36 -2.18
C -2.59 5.19 1.07
N -1.64 4.67 2.10
C -1.80 4.72 3.48
C -0.74 4.10 4.06
N 0.12 3.68 2.97
C -0.55 3.94 1.77
S -0.14 3.62 0.17
C 1.51 3.28 3.05
C 1.91 2.37 4.01
C 3.27 2.16 4.15
C 4.18 2.71 3.24
C 3.65 3.54 2.25
N 2.34 3.76 2.09
H -2.13 5.41 0.13
H -2.95 6.09 1.54
H -3.46 4.50 0.84
H -2.68 5.16 3.90
H -0.50 3.96 5.08
H 1.14 1.81 4.58
H 3.62 1.57 5.01
H 5.28 2.43 3.36
H 4.26 4.13 1.56
C -1.79 -5.81 2.23
C -1.22 -5.27 0.91
N -0.10 -4.32 1.07
C -0.64 -3.17 1.80
C -1.40 -3.63 3.04
N -1.16 -5.05 3.31
C 0.31 -5.31 3.34
C 0.86 -5.02 1.92
H -1.58 -6.85 2.41
H -2.85 -5.65 2.24
H -2.02 -4.77 0.29
H -0.94 -6.13 0.31
H -1.25 -2.60 1.10
H 0.20 -2.48 2.11
H -2.49 -3.45 2.95
H -1.04 -3.11 3.92
H -1.60 -5.32 4.20
H 0.54 -6.38 3.66
H 0.73 -4.60 4.09
H 1.33 -5.91 1.50
H 1.73 -4.38 2.08
C -2.60 -1.00 6.36
S -2.49 -0.35 4.75
O -2.36 -1.54 -0.74
O -4.02 -1.86 -3.02
O -1.08 0.14 4.79
H -1.68 -1.57 6.46
H -3.46 -1.67 6.65
H -2.44 -0.26 7.12
N 4.95 -2.46 0.79
C 3.84 -1.72 0.41
C 3.13 -1.90 -0.82
C 2.04 -1.13 -1.00
N 1.55 -0.20 -0.12
C 2.28 0.01 1.05
C 3.41 -0.75 1.31
H 5.23 -3.22 0.23
H 5.55 -2.09 1.50
H 3.54 -2.57 -1.61
H 1.43 -1.24 -1.95
H 1.99 0.89 1.67
H 3.87 -0.61 2.29
```

Multiplicity: 1
Strongest force on any atom (eV Å⁻¹): 4.29
HOMO-LUMO gap (spin up / spin down) (eV): 2.6 / 2.6
HOMO level (spin up / spin down) (eV): -9.0 / -9.0
Charge: +2
LUMO energy (spin up / spin down) (eV): -6.39 / -6.41

=====

[4]
Below is CH4N2O in the gas phase, with properties calculated with wB97M-V/def2-TZVPD.

The geometry in XYZ format:
```
8
Properties=species:S:1:pos:R:3
H -0.84 -1.56 -2.02
N -0.35 -1.27 -1.10
N -0.49 -0.03 -1.03
C 0.09 0.59 0.24
O 1.08 0.06 1.28
H 0.87 1.43 -0.06
H -0.66 1.01 0.92
H 0.46 -0.37 1.86
```

Multiplicity: 1
Strongest force on any atom (eV Å⁻¹): 4.62
HOMO-LUMO gap (eV): 10.4
HOMO level (eV): -9.8
SMILES: [H]/N=N/CO
Charge: 0
LUMO energy (eV): 0.61

=====

[5]
Below is 2 unconnected molecules or ions with the total composition C4H9NO, with properties calculated with wB97M-V/def2-TZVPD.

The geometry in XYZ format:
```
15
Properties=species:S:1:pos:R:3
H -0.44 1.81 -0.23
N -0.24 0.81 -0.13
C -1.31 0.17 0.11
C -2.69 0.74 0.24
H -1.20 -0.92 0.24
H -3.40 0.17 -0.38
H -2.72 1.79 -0.07
H -3.04 0.66 1.28
C 2.64 -0.35 0.01
C 1.49 -1.25 -0.35
O 0.96 -2.03 0.41
H 2.51 0.62 -0.48
H 3.58 -0.80 -0.33
H 2.68 -0.22 1.10
H 1.17 -1.20 -1.42
```

Multiplicity: 1
Strongest force on any atom (eV Å⁻¹): 0.50
HOMO-LUMO gap (eV): 10.5
HOMO level (eV): -9.4
SMILES: [H]/N=C\C.CC=O
Charge: 0
LUMO energy (eV): 1.08